[1]
Computed, not measured: a 2-piece molecular cluster, C2H3NO2S overall, with ωB97M-V with the def2-TZVPD basis set.

```
9
Properties=species:S:1:pos:R:3:forces:R:3
C 2.02763 0.29988 0.36387 1.61 0.74 -0.94
C -1.70706 -0.05590 -0.71104 -1.57 1.84 -0.26
N 1.10095 -0.18373 0.79561 -0.80 -0.33 0.57
O -1.26472 -1.40997 -1.10321 -0.33 -1.02 -1.26
O -1.20855 -1.44547 1.36615 -0.20 0.30 -0.48
S -2.26569 -1.44050 0.14588 2.05 0.25 1.60
H 2.90417 0.73897 -0.10058 -0.53 -0.23 0.35
H -2.63165 0.25690 -1.30594 1.03 -0.43 -0.11
H -0.45385 -0.76840 1.10725 -1.26 -1.12 0.51
```
Positions in Å, forces in eV/Å.

Calculated values
Calculated total energy (Eh): -681.24909
2S+1: 1
M (g mol⁻¹): 105.1
Kohn-Sham gap (eV): 8.9
Highest occupied orbital energy (eV): -8.11
LUMO (eV): 0.80
Charge: 0

[2]
Computed, not measured: C26H19IN4O5Y as an isolated structure, with ωB97M-V with the def2-TZVPD basis set.

```
56
Properties=species:S:1:pos:R:3:forces:R:3
Y 11.18787 -9.89725 -0.41039 0.88 0.47 0.26
O 11.46749 -6.64277 -3.62134 -0.36 -0.04 0.13
C 11.23669 -7.38091 -2.66605 0.42 -1.19 0.50
N 12.03597 -8.29383 -2.02194 -0.57 -0.42 -0.34
C 13.18334 -8.80433 -2.69032 0.14 0.99 -1.10
C 13.87964 -7.96187 -3.59261 -0.60 0.22 -0.08
C 14.68782 -8.48875 -4.58386 -0.13 -2.72 0.84
C 14.92200 -9.91157 -4.59371 -0.46 2.19 0.13
C 14.43338 -10.68063 -3.56906 -0.09 -1.14 0.66
C 13.52003 -10.18238 -2.62065 0.13 0.81 -0.64
N 12.89018 -10.93282 -1.64585 -0.03 -1.09 1.44
C 13.20376 -12.24569 -1.38237 0.35 2.37 -1.54
O 13.69046 -13.05183 -2.16030 0.30 -0.76 -0.12
C 12.99539 -12.64673 0.02011 -0.99 -1.71 0.87
C 13.41415 -13.92994 0.42147 1.15 -0.10 0.40
C 13.18315 -14.28767 1.73994 -1.14 1.77 -1.11
C 12.36954 -13.45733 2.53977 0.18 -1.56 0.85
C 11.90595 -12.26953 2.07787 1.92 -0.20 -2.59
N 12.28273 -11.88324 0.81954 -0.84 1.04 0.82
C 9.83703 -7.34203 -2.04146 -0.26 1.32 1.49
C 8.87675 -6.37315 -2.39441 -0.16 -0.47 -0.32
C 7.78880 -6.18491 -1.53373 -0.73 -0.46 -0.21
C 7.67566 -6.93085 -0.35385 -0.30 0.55 0.30
C 8.59650 -7.93409 -0.14474 -0.20 0.88 -0.15
N 9.64630 -8.07166 -0.92531 0.67 -0.45 -1.17
H 13.56442 -6.90197 -3.61598 0.55 -0.88 0.02
H 15.06420 -7.90614 -5.37324 0.44 0.82 -0.80
H 15.36015 -10.40338 -5.44213 0.62 0.04 -0.13
H 14.70104 -11.74528 -3.46218 -0.35 0.74 -0.46
H 14.04152 -14.56071 -0.24606 -0.75 0.68 0.46
H 13.56944 -15.18387 2.10567 0.44 -1.36 0.67
H 12.06473 -13.82562 3.51851 0.22 0.26 -0.04
H 11.38986 -11.55310 2.64301 -0.95 0.70 0.65
H 8.98076 -5.84164 -3.35329 0.01 -0.21 0.69
H 6.89540 -5.59900 -1.80949 0.92 0.25 0.07
H 6.94325 -6.70012 0.44880 0.26 -0.32 -1.00
H 8.52082 -8.60405 0.67750 0.06 -0.44 0.64
I 17.84093 -7.51228 1.79655 -0.26 -0.96 -0.15
C 16.03791 -8.64440 1.87442 -1.63 -0.72 1.86
C 15.57825 -9.17185 3.15900 1.86 1.27 -1.27
C 14.22968 -9.23492 3.47298 -1.25 -0.29 -1.11
C 13.32362 -8.71221 2.52019 -0.51 0.46 0.23
C 13.80176 -8.10779 1.33087 -1.84 -0.50 -0.19
C 15.06748 -8.35485 0.89121 2.15 1.05 -0.34
C 11.78495 -8.82804 2.72872 -0.94 0.35 -0.80
O 11.25972 -8.71833 3.83598 0.86 -0.31 -0.82
O 11.09907 -9.04247 1.60289 1.44 0.45 1.98
H 16.37480 -9.39107 3.87880 -0.50 0.00 -0.10
H 13.77249 -9.68263 4.38028 0.75 0.34 -0.60
H 13.19545 -7.39974 0.70789 0.01 -1.41 0.42
H 15.35447 -8.13707 -0.16249 -0.11 0.30 1.03
C 8.40740 -11.84539 -0.40462 -0.47 -1.38 1.14
O 9.53376 -11.04637 -0.31637 -1.60 -0.61 -0.49
H 8.68329 -12.89764 -0.03836 -0.48 1.04 -0.50
H 7.95957 -11.97707 -1.41775 0.51 0.31 0.32
H 7.52531 -11.54045 0.26944 1.20 0.01 -0.70
```
Positions in Å, forces in eV/Å.

Calculated values
Calculated total energy (Eh): -1933.68537
2S+1: 1
M (g mol⁻¹): 683.3
Kohn-Sham gap (eV): 6.2
Highest occupied orbital energy (eV): -4.24
LUMO (eV): 2.00
Charge: -1

[3]
Computed, not measured: C4H8AlF12OP2 as an isolated structure, with ωB97M-V with the def2-TZVPD basis set.

```
28
Properties=species:S:1:pos:R:3:forces:R:3
Al 0.50537 -0.83959 0.07672 -0.08 -0.25 0.99
P -1.67150 -2.09709 2.97470 -0.56 0.05 -1.10
F -1.76978 -2.43021 1.39584 -0.88 -0.64 -0.42
F -1.65778 -0.55008 2.53669 0.86 0.06 0.92
F -3.19956 -1.96946 3.24427 -0.20 0.29 0.38
F -1.13883 -1.79627 4.53068 -0.79 -0.30 -1.02
F -1.84325 -3.66265 3.33362 1.04 0.47 0.26
F -0.07958 -2.24033 2.66054 0.62 0.07 0.76
P 2.01581 0.45573 4.09074 1.02 -0.20 1.14
F 1.89739 2.11825 4.27482 0.38 -2.08 -0.80
F 0.43512 0.48625 4.62219 0.67 0.27 0.59
F 1.37601 0.33278 2.64526 -0.14 0.31 -0.95
F 1.85060 -1.17001 4.39141 0.61 1.39 -0.51
F 3.48171 0.39021 3.37754 -2.03 0.29 1.69
F 2.64182 0.51478 5.62884 -0.47 0.02 -1.32
C -0.87803 0.57013 -4.61366 1.38 0.02 -1.57
C -0.75480 1.88035 -3.88209 -1.18 0.73 -0.15
C 0.42128 1.69047 -2.92082 -2.11 2.21 0.42
O 0.36849 0.29882 -2.62943 1.29 0.39 -0.63
C 0.17731 -0.31248 -3.85670 -2.63 -1.40 -0.52
H -0.57077 0.86194 -5.61792 0.51 -0.87 -0.20
H -1.86886 0.16427 -4.81769 0.07 -0.46 0.91
H -1.67376 2.11328 -3.34416 0.16 0.00 0.33
H -0.66532 2.67524 -4.62253 0.54 0.21 0.44
H 0.15169 2.30963 -2.06522 0.86 -0.50 0.57
H 1.37725 1.99340 -3.34796 0.44 -0.44 -0.03
H -0.06192 -1.36405 -3.69836 -0.26 -0.12 0.26
H 1.13393 -0.42336 -4.36728 0.88 0.49 -0.42
```
Positions in Å, forces in eV/Å.

Calculated values
Calculated total energy (Eh): -2355.22280
2S+1: 2
M (g mol⁻¹): 389.0
Kohn-Sham gap (alpha / beta) (eV): 6.1 / 5.2
Highest occupied orbital energy (alpha / beta) (eV): -19.14 / -19.17
<S²>: 1.76
LUMO (alpha / beta) (eV): -13.04 / -14.00
Charge: +2

[4]
Computed, not measured: C10H10F3NO2Os as an isolated structure, with ωB97M-V with the def2-TZVPD basis set.

```
27
Properties=species:S:1:pos:R:3:forces:R:3
C -2.32923 -0.14580 1.19116 -1.72 -0.02 -0.01
C -2.08035 0.96595 0.33119 -1.68 1.23 0.25
C -1.02003 1.73265 0.89884 -0.15 0.46 0.27
C -0.60564 1.09565 2.10264 -0.81 1.79 1.64
C -1.41207 -0.06228 2.29447 0.04 0.05 0.89
Os -0.36107 -0.41245 0.43246 1.42 2.53 -2.32
C -0.12377 -0.08121 -1.92732 -0.16 0.28 -0.83
C -0.99307 -1.10710 -1.82388 -0.62 -0.34 -1.16
C -1.89578 -2.04342 -2.09840 0.46 0.42 0.98
N -0.17063 -2.13776 0.49099 1.07 -7.10 0.44
H -0.61280 2.66062 0.48817 -0.04 -0.57 0.15
H -2.63671 1.19956 -0.58536 0.39 -0.15 0.51
H 0.14475 1.47251 2.80798 -0.28 -0.33 -0.59
H -1.41041 -0.71938 3.17503 0.15 0.31 -0.67
H -3.13784 -0.87987 1.08054 0.55 0.38 0.06
H -0.49619 0.95725 -2.00413 0.19 -0.71 0.12
H -0.31244 -3.16433 0.48887 0.02 1.36 0.05
H 0.93170 -0.24673 -2.20244 -0.58 -0.12 0.37
H -2.32568 -2.22542 -3.09502 0.57 0.33 0.41
H -2.27623 -2.67641 -1.28375 0.19 0.35 -0.42
F 4.87845 0.65405 -0.70981 -0.82 0.43 0.43
C 3.79882 1.20125 -0.10985 0.21 0.08 0.16
F 4.14856 1.49965 1.17262 -0.22 -0.17 -0.77
F 3.53991 2.38629 -0.73666 0.05 -0.85 0.37
C 2.54789 0.22653 -0.12886 0.73 -1.67 -1.01
O 2.70828 -0.88238 -0.69442 -0.71 2.77 1.40
O 1.50158 0.73257 0.44496 1.78 -0.74 -0.70
```
Positions in Å, forces in eV/Å.

Calculated values
Calculated total energy (Eh): -982.30852
2S+1: 5
M (g mol⁻¹): 423.4
Kohn-Sham gap (alpha / beta) (eV): 6.4 / 8.0
Highest occupied orbital energy (alpha / beta) (eV): -6.11 / -9.83
<S²>: 6.02
LUMO (alpha / beta) (eV): 0.31 / -1.80
Charge: 0

[5]
Computed, not measured: C34H37F3GeHgN4O2S as an isolated structure, with ωB97M-V with the def2-TZVPD basis set.

```
83
Properties=species:S:1:pos:R:3:forces:R:3
Hg 0.12670 0.31473 -0.39960 -0.04 -0.51 -0.42
O -1.73837 1.74156 -4.28074 -0.03 0.02 -0.07
C -1.03719 1.38278 -3.33795 -0.06 -0.01 0.20
O -1.42387 1.22523 -2.13043 -0.01 0.02 -0.17
C 0.42900 1.07216 -3.64709 0.03 -0.02 0.04
C 0.91626 1.23024 -4.93871 0.01 0.00 0.01
C 2.24746 0.94780 -5.18476 0.01 -0.01 -0.01
C 3.05537 0.51918 -4.13975 -0.02 0.01 -0.02
C 2.48676 0.38298 -2.88667 -0.02 0.00 -0.01
N 1.20392 0.64736 -2.65629 0.03 0.06 0.11
H 0.23415 1.56939 -5.70449 0.01 0.00 0.00
H 2.65649 1.06249 -6.18119 0.00 0.00 0.00
H 4.10413 0.29980 -4.28601 0.00 0.00 -0.01
H 3.06753 0.05881 -2.03010 0.00 0.01 0.00
C -0.80832 -0.00988 5.22303 0.00 -0.02 0.00
C -0.68627 1.32356 4.49501 0.00 0.02 0.02
C -0.95023 1.19013 3.00071 -0.02 0.03 -0.05
C -0.80699 2.49978 2.23089 0.11 -0.11 0.17
Ge -1.28226 2.40804 0.32395 0.19 0.61 -0.04
C -3.19399 2.58840 -0.00448 -0.17 -0.18 0.03
C -4.12529 1.67614 0.79956 0.05 0.00 0.03
C -4.43528 2.20102 2.19900 -0.01 0.01 -0.02
C -5.23216 1.20380 3.03092 -0.01 -0.03 -0.01
H -0.60858 0.08734 6.29180 0.00 0.01 0.00
H -0.10085 -0.73823 4.81839 0.00 0.01 0.00
H -1.81243 -0.42666 5.10731 0.01 0.00 -0.01
H 0.31324 1.74240 4.64748 -0.01 0.00 -0.01
H -1.39216 2.04539 4.92080 0.01 0.00 0.01
H -1.94829 0.76286 2.85049 0.00 -0.02 -0.01
H -0.24851 0.46090 2.57980 0.00 -0.01 0.00
H 0.22871 2.84574 2.26206 -0.02 0.01 0.03
H -1.43897 3.28746 2.65879 0.02 -0.01 0.04
H -0.59428 3.60342 -0.37227 0.04 -0.14 -0.06
H -3.30259 2.44322 -1.07797 -0.04 -0.01 -0.01
H -3.40242 3.64370 0.21283 -0.07 -0.01 -0.04
H -3.67802 0.68375 0.90209 0.00 -0.02 -0.05
H -5.07087 1.53758 0.26337 -0.01 0.02 0.00
H -4.98470 3.14485 2.11543 0.01 0.00 0.01
H -3.50022 2.43539 2.71396 -0.01 0.01 0.01
H -6.16518 0.93312 2.52931 0.01 0.00 0.00
H -5.48601 1.60183 4.01536 0.01 0.01 -0.01
H -4.66048 0.28354 3.17879 -0.01 0.01 -0.01
F -3.44973 -6.03191 -0.54400 0.00 -0.01 -0.05
C -2.95816 -5.66723 0.65203 0.06 0.07 0.02
F -1.84081 -6.37741 0.85974 0.00 -0.02 0.02
F -3.85381 -6.07622 1.57709 -0.04 0.01 0.03
C -2.71744 -4.18457 0.74160 -0.02 -0.09 0.01
C -3.45853 -3.30709 -0.03170 -0.03 0.00 -0.05
C -3.23019 -1.94989 0.12701 0.11 -0.02 0.00
N -2.33984 -1.45194 0.98206 -0.10 -0.03 0.07
C -1.62701 -2.31098 1.70699 -0.01 0.08 -0.05
C -1.78020 -3.68694 1.62722 0.05 -0.02 0.01
H -4.18605 -3.66432 -0.74670 0.01 0.00 -0.01
H -3.76904 -1.23129 -0.48180 -0.03 0.03 0.05
H -0.88521 -1.88117 2.36846 -0.01 0.00 0.01
H -1.16062 -4.34580 2.21977 0.00 0.01 0.00
N 0.52103 -1.79018 -0.20936 0.19 0.20 0.21
C 0.55675 -2.65889 -1.11654 -0.16 -0.13 -0.08
C 0.06554 -2.50850 -2.53641 0.02 -0.05 0.06
C -1.10420 -1.80466 -2.79650 -0.03 -0.01 0.02
C -1.56318 -1.63721 -4.09551 0.02 -0.02 -0.01
C -0.84378 -2.17009 -5.15750 0.03 -0.01 0.06
C 0.32846 -2.87416 -4.90988 -0.03 0.03 0.01
C 0.77107 -3.05353 -3.60647 0.06 0.02 -0.02
C 1.10936 -4.02359 -0.75548 -0.07 0.06 -0.09
C 0.50892 -5.20326 -1.18586 -0.01 0.01 -0.05
C 1.00336 -6.43770 -0.78463 0.07 0.02 0.02
C 2.12221 -6.50515 0.03560 -0.06 0.01 -0.04
C 2.73187 -5.33145 0.46290 -0.03 0.04 0.00
C 2.22251 -4.10051 0.07561 0.02 -0.04 0.10
H -1.63896 -1.35583 -1.96917 -0.02 -0.02 -0.04
H -2.45796 -1.05622 -4.27936 0.00 0.00 0.01
H -1.18741 -2.02373 -6.17412 0.00 0.00 0.01
H 0.90252 -3.28005 -5.73434 0.00 0.00 0.01
H 1.68477 -3.60598 -3.41755 -0.02 -0.01 0.00
H -0.35898 -5.15185 -1.83454 0.01 -0.01 0.00
H 0.51428 -7.34718 -1.11160 -0.01 0.01 0.00
H 2.51669 -7.46684 0.34055 -0.01 0.00 0.00
H 3.60448 -5.37629 1.10365 0.00 0.00 -0.01
H 2.66508 -3.17540 0.42385 0.00 -0.01 -0.01
S 3.24397 3.88050 -0.10383 -0.09 -0.18 0.04
C 2.49402 2.46101 0.18327 0.06 0.18 -0.02
N 1.97147 1.43220 0.40644 0.08 0.08 0.10
```
Positions in Å, forces in eV/Å.

Calculated values
Calculated total energy (Eh): -4615.51268
2S+1: 2
M (g mol⁻¹): 896.0
Kohn-Sham gap (alpha / beta) (eV): 7.3 / 6.1
Highest occupied orbital energy (alpha / beta) (eV): -4.85 / -5.22
<S²>: 0.75
LUMO (alpha / beta) (eV): 2.46 / 0.85
Charge: -1

[6]
Computed, not measured: the molecule C4H6N2O, with ωB97M-V with the def2-TZVPD basis set.

```
13
Properties=species:S:1:pos:R:3:forces:R:3
N 0.37249 -1.87291 1.27531 -0.01 -0.06 -0.09
C 0.19292 -0.77443 0.40224 0.03 0.17 -0.19
C 0.70896 -0.60574 -0.85353 0.04 -0.17 0.12
N 0.35841 0.66744 -1.28216 -0.12 0.12 -0.02
C -0.39490 1.26436 -0.32595 0.15 -0.24 -0.06
O -0.84557 2.52156 -0.57139 -0.07 -0.01 0.19
C -0.52494 0.41701 0.74435 -0.02 0.05 0.04
H -0.50080 -2.35953 1.44404 0.13 0.01 0.03
H 1.05166 -2.52554 0.90259 -0.14 0.00 0.06
H 1.29794 -1.26712 -1.46964 -0.05 0.08 0.05
H 0.53474 1.05569 -2.19237 0.01 0.01 0.12
H -1.21264 2.86466 0.25154 0.00 0.03 -0.14
H -1.03827 0.61455 1.67497 0.07 0.01 -0.10
```
Positions in Å, forces in eV/Å.

Calculated values
Calculated total energy (Eh): -340.76007
2S+1: 1
M (g mol⁻¹): 98.1
Kohn-Sham gap (eV): 8.3
Highest occupied orbital energy (eV): -7.43
LUMO (eV): 0.86
Charge: 0